No. 1
The following is a quantum chemistry calculation of C4H5N3O3 in the gas phase in a non-equilibrium geometry, from OMol25.

Output
Kohn-Sham gap	9.61	eV
LUMO level	0.016	Ha
calculated total energy	-545.39754	a.u.

```
! RIJCOSX wB97M-V def2-TZVPD def2/J DEFGRID3
* xyz 0 1
C -2.42 -0.24 -0.22
C -1.32 0.76 -0.14
O -1.52 2.01 -0.32
N 0.00 0.36 0.11
N 1.11 1.11 -0.01
C 2.28 0.48 0.17
O 3.42 0.87 0.12
N 1.99 -0.89 0.41
C 0.67 -1.23 0.40
O -0.04 -2.18 0.47
H -3.01 0.09 -0.97
H -2.90 -0.33 0.72
H -2.04 -1.21 -0.68
H 1.12 1.94 -0.62
H 2.66 -1.55 0.56
*
```

No. 2
The following is a quantum chemistry calculation of C3HF7P2 in the gas phase in a non-equilibrium geometry, from OMol25.

Output
Kohn-Sham gap	9.45	eV
LUMO level	-0.027	Ha
calculated total energy	-1496.76428	a.u.

```
! RIJCOSX wB97M-V def2-TZVPD def2/J DEFGRID3
* xyz 0 1
F -3.55 0.21 0.41
P -2.36 1.20 0.28
F -2.53 1.46 -1.28
C -1.13 -0.15 -0.02
C 0.16 0.16 0.10
P 1.01 1.72 0.42
F 2.26 1.32 -0.50
F 1.74 1.30 1.82
C 1.30 -1.28 -0.14
F 1.42 -1.66 -1.44
F 0.79 -2.33 0.49
F 2.51 -0.97 0.31
H -1.63 -0.99 -0.45
*
```

No. 3
The following is a quantum chemistry calculation of a gas-phase ion, C11H9N2O2 (charge +1) in a non-equilibrium geometry, from OMol25.

Output
Kohn-Sham gap	8.81	eV
LUMO level	-0.175	Ha
calculated total energy	-684.15715	a.u.

```
! RIJCOSX wB97M-V def2-TZVPD def2/J DEFGRID3
* xyz 1 1
O 2.40 -2.75 0.73
N 1.49 -1.99 0.66
O 0.31 -2.31 0.72
C 1.75 -0.62 0.44
C 3.01 -0.08 0.42
C 3.24 1.20 -0.06
C 2.25 2.05 -0.36
C 0.90 1.60 -0.42
C 0.53 0.38 -0.10
N -0.83 0.04 -0.12
C -1.50 -0.34 -1.28
C -2.83 -0.59 -1.27
C -3.54 -0.50 -0.15
C -2.84 -0.32 1.05
C -1.51 0.00 1.06
H 3.68 -0.79 0.80
H 4.20 1.61 -0.11
H 2.49 3.12 -0.62
H 0.17 2.25 -0.79
H -0.99 -0.41 -2.24
H -3.29 -0.70 -2.28
H -4.60 -0.60 -0.13
H -3.35 -0.43 2.01
H -1.14 0.17 2.01
*
```

No. 4
The following is a quantum chemistry calculation of C5H6O2 in the gas phase in a non-equilibrium geometry, from OMol25.

Output
Kohn-Sham gap	10.31	eV
LUMO level	0.033	Ha
calculated total energy	-344.53427	a.u.

```
! RIJCOSX wB97M-V def2-TZVPD def2/J DEFGRID3
* xyz 0 1
O 1.18 2.14 0.40
C 0.69 1.05 0.22
C 1.49 -0.24 -0.05
O 0.67 -1.05 -0.88
C -0.64 -0.57 -0.77
C -1.24 -0.61 0.57
C -0.73 0.72 0.06
H 1.71 -0.72 0.91
H 2.42 -0.04 -0.57
H -1.14 -0.29 -1.67
H -0.64 -1.03 1.36
H -2.31 -0.73 0.68
H -1.44 1.50 -0.19
*
```

No. 5
The following is a quantum chemistry calculation of a molecular structure, C10H30AgBrN6O4 in a non-equilibrium geometry, from OMol25.

Output
Kohn-Sham gap	6.55	eV
LUMO level	-0.092	Ha
calculated total energy	-3749.50308	a.u.

```
! RIJCOSX wB97M-V def2-TZVPD def2/J DEFGRID3
* xyz 0 1
Ag -1.78 0.73 3.68
Br -1.38 0.45 0.95
C 1.51 -4.14 -0.93
C 1.41 -3.11 0.22
C 2.69 -3.25 1.04
O 2.57 -4.39 1.85
C 3.62 -4.51 2.77
N 1.25 -1.79 -0.39
H 2.51 -4.27 -1.35
H 0.84 -3.84 -1.74
H 1.15 -5.14 -0.66
H 0.57 -3.50 0.81
H 2.84 -2.33 1.64
H 3.59 -3.31 0.41
H 4.61 -4.48 2.30
H 3.56 -5.45 3.31
H 3.60 -3.69 3.51
H 0.29 -1.52 -0.22
H 1.73 -1.07 0.15
C 1.39 4.68 1.03
C 1.20 4.15 -0.37
C 2.34 3.21 -0.85
O 1.99 2.63 -2.07
C 2.55 3.25 -3.20
N -0.14 3.62 -0.60
H 0.54 5.29 1.32
H 2.22 5.39 1.09
H 1.56 3.84 1.71
H 1.28 4.96 -1.12
H 2.48 2.42 -0.10
H 3.27 3.79 -0.87
H 2.36 4.33 -3.30
H 2.00 2.87 -4.06
H 3.63 3.10 -3.29
H -0.08 2.99 -1.40
H -0.37 3.02 0.19
C -4.95 1.83 -0.46
O -5.31 1.20 0.53
N -5.80 2.09 -1.50
N -3.69 2.36 -0.58
H -6.73 1.71 -1.40
H -5.58 2.80 -2.16
H -2.97 1.99 0.03
H -3.55 3.13 -1.19
C -3.28 -3.25 0.74
O -3.60 -4.38 1.09
N -2.34 -2.97 -0.23
N -3.79 -2.13 1.36
H -1.93 -2.06 -0.24
H -1.87 -3.79 -0.57
H -4.56 -2.27 1.98
H -3.47 -1.20 1.18
*
```

No. 6
The following is a quantum chemistry calculation of a molecular structure, C33H56B3F13N2O7S in a non-equilibrium geometry, from OMol25.

Output
Kohn-Sham gap (spin up / spin down)	8.92 / 9.51	eV
LUMO level (spin up / spin down)	0.018 / 0.008	Ha
calculated total energy	-3698.25011	a.u.

```
! RIJCOSX wB97M-V def2-TZVPD def2/J DEFGRID3
* xyz 0 3
C 0.80 -7.16 1.86
C 0.14 -6.59 0.85
C -0.53 -5.27 1.02
O -1.65 -5.12 1.50
O 0.23 -4.22 0.60
C -0.06 -3.83 -0.75
C -0.37 -2.35 -0.80
C -1.71 -2.02 -0.12
C -1.52 -1.21 1.16
C -2.90 -0.81 1.75
C -3.17 0.70 1.63
B -4.62 1.06 1.15
O -5.23 2.21 1.65
B -6.61 2.15 1.67
O -7.22 1.59 0.56
B -6.67 0.31 0.44
C -7.58 -0.96 0.63
C -7.62 -1.84 -0.62
C -8.64 -2.98 -0.50
F -9.71 -2.66 -1.29
F -9.12 -3.08 0.75
C -8.14 -4.35 -1.02
F -9.13 -5.06 -1.58
F -7.24 -4.10 -2.00
C -7.37 -5.20 0.06
F -6.45 -5.94 -0.58
F -6.73 -4.32 0.86
C -8.31 -6.17 0.83
F -9.52 -5.62 1.05
F -8.50 -7.23 0.01
S -7.63 -6.81 2.49
F -6.15 -6.65 1.97
F -7.66 -8.31 2.00
F -9.10 -7.02 3.05
F -7.64 -5.34 3.06
F -7.05 -7.31 3.87
O -5.30 0.26 0.23
H 0.61 -6.90 2.88
H 1.55 -7.91 1.63
H 0.06 -7.07 -0.11
H -0.90 -4.39 -1.16
H 0.80 -4.02 -1.38
H 0.42 -1.79 -0.31
H -0.41 -2.04 -1.83
H -2.35 -1.46 -0.80
H -2.22 -2.93 0.19
H -0.98 -1.82 1.88
H -0.93 -0.32 0.95
H -3.66 -1.40 1.24
H -2.90 -1.08 2.80
H -3.06 1.17 2.60
H -2.48 1.18 0.94
H -7.27 2.47 2.61
H -8.56 -0.63 0.94
H -7.12 -1.56 1.41
H -6.61 -2.20 -0.79
H -7.91 -1.26 -1.49
C 5.42 1.16 -3.33
C 4.29 0.84 -2.34
C 4.86 0.05 -1.16
C 5.23 -1.39 -1.54
C 4.03 -2.11 -2.16
C 3.39 -1.35 -3.33
N 3.17 0.09 -3.00
O 2.10 0.20 -2.28
C 4.27 -1.48 -4.59
C 2.07 -2.01 -3.69
C 3.80 2.20 -1.86
H 6.11 1.87 -2.88
H 6.03 0.30 -3.60
H 5.03 1.60 -4.25
H 4.13 0.02 -0.35
H 5.74 0.56 -0.77
H 6.08 -1.40 -2.23
H 5.55 -1.93 -0.65
H 4.33 -3.10 -2.50
H 3.28 -2.26 -1.38
H 3.91 -0.83 -5.38
H 4.23 -2.50 -4.96
H 5.32 -1.27 -4.42
H 1.40 -2.08 -2.84
H 2.25 -3.03 -4.04
H 1.56 -1.47 -4.49
H 3.37 2.77 -2.69
H 4.63 2.78 -1.47
H 3.06 2.13 -1.07
C 3.28 6.68 2.78
C 4.30 5.65 2.25
C 5.66 5.91 2.90
C 6.33 7.18 2.36
C 6.44 7.13 0.84
C 5.11 6.84 0.14
N 4.39 5.68 0.76
O 4.92 4.58 0.34
C 4.21 8.09 0.14
C 5.38 6.55 -1.34
C 3.76 4.30 2.71
H 3.08 6.48 3.84
H 3.62 7.71 2.74
H 2.33 6.60 2.25
H 6.32 5.06 2.71
H 5.54 5.99 3.98
H 5.78 8.07 2.68
H 7.33 7.27 2.79
H 6.84 8.07 0.46
H 7.16 6.36 0.57
H 3.21 7.85 -0.22
H 4.63 8.85 -0.52
H 4.12 8.57 1.11
H 6.09 5.74 -1.48
H 5.80 7.44 -1.81
H 4.45 6.30 -1.86
H 2.80 4.09 2.23
H 3.61 4.31 3.79
H 4.44 3.48 2.48
*
```

No. 7
The following is a quantum chemistry calculation of a molecular structure, CCuF5LiO3P in a non-equilibrium geometry, from OMol25.

Output
Kohn-Sham gap (spin up / spin down)	10.63 / 8.55	eV
LUMO level (spin up / spin down)	-0.208 / -0.282	Ha
calculated total energy	-2752.42858	a.u.

```
! RIJCOSX wB97M-V def2-TZVPD def2/J DEFGRID3
* xyz 1 2
P 1.14 0.92 -0.05
F 2.09 0.83 1.21
F -1.20 1.54 -1.22
F 2.33 0.74 -1.09
F 1.14 2.48 -0.30
F -0.16 1.19 1.03
O 0.73 -0.64 -0.28
O -0.20 -2.64 -0.14
C -0.36 -1.44 0.00
O -1.47 -0.91 0.28
Li -2.11 -2.98 0.26
Cu -1.93 0.90 0.30
*
```

No. 8
The following is a quantum chemistry calculation of 2 unconnected molecules or ions with the total composition C6H8N2S in a non-equilibrium geometry, from OMol25.

Output
Kohn-Sham gap (spin up / spin down)	7.22 / 8.14	eV
LUMO level (spin up / spin down)	-0.023 / -0.014	Ha
calculated total energy	-740.91015	a.u.

```
! RIJCOSX wB97M-V def2-TZVPD def2/J DEFGRID3
* xyz 0 1
C 1.69 0.30 -2.00
C 0.95 -0.42 -0.99
C 0.15 0.61 -0.50
C -1.16 0.94 1.88
C 1.04 -1.86 -0.62
C -2.07 -0.05 2.08
N 1.31 1.54 -2.12
N 0.45 1.74 -1.14
S -0.54 2.20 2.58
H 2.28 -0.15 -2.87
H 1.31 -1.96 0.57
H 0.04 -2.34 -0.85
H 1.61 -2.46 -1.34
H -2.30 -0.08 3.07
H -1.79 -0.96 1.60
H -3.01 0.24 1.62
H 0.02 2.70 -0.99
*
```

Copy entry 1 word for word.
The following is a quantum chemistry calculation of C4H5N3O3 in the gas phase in a non-equilibrium geometry, from OMol25.

Output
Kohn-Sham gap	9.61	eV
LUMO level	0.016	Ha
calculated total energy	-545.39754	a.u.

```
! RIJCOSX wB97M-V def2-TZVPD def2/J DEFGRID3
* xyz 0 1
C -2.42 -0.24 -0.22
C -1.32 0.76 -0.14
O -1.52 2.01 -0.32
N 0.00 0.36 0.11
N 1.11 1.11 -0.01
C 2.28 0.48 0.17
O 3.42 0.87 0.12
N 1.99 -0.89 0.41
C 0.67 -1.23 0.40
O -0.04 -2.18 0.47
H -3.01 0.09 -0.97
H -2.90 -0.33 0.72
H -2.04 -1.21 -0.68
H 1.12 1.94 -0.62
H 2.66 -1.55 0.56
*
```